(1)
{"formula": "C4H39N3O14", "method": "ωB97M-V with the def2-TZVPD basis set", "species": ["H", "N", "O", "H", "O", "C", "H", "O", "H", "H", "H", "H", "O", "N", "O", "H", "H", "O", "H", "H", "O", "H", "O", "H", "H", "H", "H", "H", "H", "H", "H", "H", "H", "H", "C", "H", "H", "H", "H", "H", "H", "O", "H", "H", "H", "O", "C", "O", "O", "O", "H", "N", "H", "H", "C", "O", "H", "H", "H", "H"], "xyz": [[-2.8134, 1.8510, -0.8694], [-1.3965, -0.9935, -3.5628], [-0.6496, 4.2746, -1.8517], [1.1144, -0.9650, 2.7306], [2.7461, 0.8414, -3.7084], [0.7602, 0.0412, -0.9623], [3.5178, -3.1299, 1.6585], [-0.5082, 1.8294, 3.7337], [2.9232, 0.5502, 3.2621], [-0.5114, -0.8283, -4.0523], [0.3508, -2.7957, 1.2938], [-0.5018, -3.9823, 0.7760], [2.8876, -3.3577, 0.9627], [2.3757, 0.2029, 1.1478], [-4.2714, -0.8563, 0.2383], [-3.7072, -1.1761, -0.4658], [3.1706, 3.7967, 0.6084], [-2.4065, -2.3223, 3.0890], [-1.7253, 1.8080, 1.4007], [1.7484, 0.8579, 4.2468], [-0.3823, -3.0307, 0.7014], [-2.7791, -0.6238, -2.1719], [-2.2032, 2.5578, 1.7836], [0.1055, 1.9948, -1.3921], [0.2436, 0.4788, 1.1330], [2.4824, 4.0984, -0.8482], [-2.4488, 2.9872, 0.9463], [1.8008, -0.2259, -1.2524], [3.1002, 0.4262, -2.9115], [-4.3129, 1.5909, -0.3169], [2.0824, -2.9502, 1.3135], [0.4687, 1.0447, -2.9428], [-1.6828, -2.7805, -1.7382], [1.2710, 1.7061, 0.5782], [-1.8498, -0.1608, -2.5323], [-2.6800, -3.8615, -1.4000], [-0.8362, 3.8497, -2.7014], [2.7569, -0.5569, 0.5952], [-2.5272, -2.8195, 2.2680], [-0.0252, 2.0907, 2.9472], [0.3243, -0.9649, -0.7842], [1.0296, -1.9207, 2.8875], [-1.4591, -2.1555, 2.9970], [2.2769, -2.7805, -1.5643], [2.3468, 1.6256, -3.3146], [2.7883, 3.4599, -0.2032], [1.0582, 0.6467, 0.3991], [2.6728, 0.5986, 4.1913], [-2.5185, -2.9213, -1.2734], [-3.5793, 2.2081, -0.3986], [-3.8279, -0.5263, 1.0212], [-1.3320, 0.7882, -1.8923], [2.9020, 1.0741, 1.1063], [-2.0817, -1.2774, -4.2454], [0.1532, 1.0513, -1.9149], [2.4779, -2.1481, -2.2717], [-1.5099, 4.1729, -1.4235], [-1.4580, 1.9312, 3.5702], [3.4112, -2.3703, -2.3922], [0.6375, -1.9532, 3.7713]], "forces_ev_per_angstrom": [[-0.300, -0.936, -0.308], [1.350, 0.401, -0.308], [-0.464, -0.312, -0.297], [0.429, -0.109, -0.202], [0.100, 0.216, 0.452], [3.069, -0.302, 0.869], [0.100, -0.143, -0.146], [0.388, -0.659, 0.739], [-0.470, -0.097, -0.099], [-0.324, 0.258, 0.647], [-0.672, -0.104, 0.212], [0.126, -0.005, 0.034], [-0.125, 0.341, 0.137], [-2.127, 0.091, -0.985], [-1.429, 0.313, -0.118], [0.730, -0.169, 0.538], [-0.142, 0.860, -0.392], [0.445, -0.203, -0.464], [-0.130, -0.155, 0.349], [-0.098, 0.159, -0.189], [0.231, 0.125, -0.155], [-0.322, 0.986, -0.360], [0.762, 0.079, -0.562], [1.171, 0.620, -0.610], [0.063, -0.378, -0.432], [0.133, 0.621, 0.567], [-0.690, 0.003, 0.581], [-0.711, 0.191, -0.613], [0.071, -0.374, -0.251], [0.466, -0.420, -0.206], [0.308, -0.158, 0.000], [0.726, 0.113, -0.182], [-0.010, 0.179, 0.099], [-0.954, 0.295, -1.639], [-0.646, -1.462, -0.724], [-0.226, 0.014, 0.081], [0.296, 0.150, 0.036], [0.715, 0.240, 0.141], [-0.434, 0.061, 0.049], [-0.487, 0.312, -0.147], [-0.470, 0.834, -0.613], [-0.363, 0.380, 0.243], [-0.024, 0.257, 0.231], [-0.373, 0.221, 0.059], [0.023, 0.184, -0.329], [0.003, -1.476, -0.114], [0.552, 0.358, 3.568], [0.321, -0.055, 0.422], [0.063, -0.164, -0.291], [-0.153, 1.151, -0.280], [0.700, -0.250, -0.259], [0.464, -0.188, 0.750], [0.684, -0.889, -0.377], [-0.354, -0.121, 0.402], [-3.360, -0.698, 0.622], [0.578, -0.650, 0.340], [0.104, 0.210, 0.259], [0.489, 0.268, -0.331], [-0.018, 0.245, -0.373], [0.217, -0.263, -0.069]], "mulliken_charge": [0.38, -0.38, -0.65, 0.31, -0.65, 1.23, 0.32, -0.61, 0.33, 0.21, 0.13, 0.29, -0.64, -0.41, -0.63, 0.27, 0.29, -0.65, 0.33, 0.31, -0.44, 0.49, -0.69, 0.26, -0.16, 0.29, 0.28, -0.27, 0.30, 0.29, 0.30, 0.83, 0.28, 0.58, -0.36, 0.25, 0.32, 0.11, 0.32, 0.32, -0.15, -0.60, 0.34, 0.29, 0.36, -0.59, -0.65, -0.69, -0.53, -0.68, 0.32, -0.25, 0.38, 0.24, -1.51, -0.58, 0.32, 0.34, 0.30, 0.25], "fmax_ev_per_a": 3.6, "orbital_gap_ev": 9.73, "de_lowest_kj_mol": 364.7, "homo_energy_ev": -9.6930}

---

(2)
{"formula": "C4H39NO16", "method": "ωB97M-V with the def2-TZVPD basis set", "species": ["H", "H", "O", "O", "H", "H", "O", "H", "O", "O", "O", "C", "H", "H", "H", "H", "O", "O", "H", "H", "O", "H", "H", "H", "O", "O", "H", "H", "H", "O", "O", "H", "H", "H", "H", "H", "H", "H", "O", "H", "H", "C", "H", "O", "H", "C", "H", "H", "H", "H", "H", "C", "H", "O", "N", "H", "H", "H", "H", "H"], "xyz": [[-0.1779, -1.6453, 2.3426], [3.5236, -1.3628, -0.3065], [-1.7218, 3.7734, 2.0462], [0.4557, 3.9896, 0.4816], [0.6964, -1.3024, -1.1513], [-0.0306, -0.0307, -4.6564], [2.3550, 2.5988, -0.7554], [2.1010, -0.8106, 1.4447], [0.6464, -0.4120, -4.1305], [-1.5782, 1.2395, 2.8809], [-2.4954, -2.0299, -0.9886], [0.9361, -0.4584, -0.3935], [-0.9708, 3.4305, -0.6814], [-2.7253, 1.5799, -0.6427], [2.0940, 0.4485, -3.1264], [0.0161, 1.4790, 0.2440], [-1.8469, 3.0269, -0.4809], [-1.0259, -2.1173, -3.0749], [2.1679, -2.6741, -0.7707], [3.8390, 0.8375, 1.4038], [-0.5593, -2.8910, 0.7027], [-1.1864, 0.2872, -0.1531], [-2.0167, 0.8252, 3.7558], [1.2272, 3.5190, 0.0739], [2.3978, 1.3923, -3.2435], [0.2089, -4.0880, -1.6002], [-0.2758, -4.8246, -1.9413], [-0.7813, 3.5505, 1.9127], [-3.5090, -0.3281, 1.2293], [2.8964, 0.7926, 1.1209], [1.0391, -3.3512, 2.2480], [-0.0659, 0.1548, 1.2743], [3.1265, -2.9794, 0.8276], [-1.7191, -1.9865, -2.3861], [1.5309, 1.6000, 1.9693], [2.1497, 2.1055, -1.6336], [-2.2786, 0.8372, 2.2752], [2.7986, 1.4244, 0.3343], [-2.9413, -0.7493, 1.8504], [3.0518, 3.1978, -1.0831], [-1.6555, -2.3233, -0.5909], [0.1620, -2.4236, 1.6237], [0.5625, 3.8835, 1.4452], [-3.2207, 0.6797, -0.6511], [-0.3516, -2.7563, -2.6099], [-0.1571, 0.4171, 0.1787], [-0.1121, -3.7904, -0.7201], [-2.8014, -1.2541, -0.6535], [1.8554, 1.5585, -4.0687], [0.7122, -4.2405, 1.9282], [0.0545, -0.9951, -3.5964], [2.7513, -2.1285, 0.0767], [-2.0238, 3.3932, 0.3793], [0.8876, 2.1839, 2.3255], [1.6349, -1.3535, 0.7704], [0.0781, 1.7216, 2.5781], [-3.5376, 0.5522, -1.6036], [-2.5365, -1.4960, 1.3826], [-2.1648, 2.9980, 2.3570], [1.7580, 0.1467, -0.9364]], "forces_ev_per_angstrom": [[0.335, -0.325, -0.636], [-1.009, -1.584, 0.613], [0.288, 1.505, -0.317], [0.870, 0.634, -0.338], [-0.304, 1.639, 1.286], [-0.714, 0.846, -1.161], [0.555, -0.548, -2.238], [0.088, 1.183, 0.782], [0.513, -0.484, 0.729], [-3.427, -2.078, 2.703], [0.808, -4.181, -1.760], [2.310, -1.798, -0.564], [-0.780, -0.511, 0.331], [-0.555, -1.162, -0.203], [0.344, 1.045, -0.182], [0.436, 0.229, -0.722], [0.292, -0.262, -1.904], [1.754, -1.276, 0.752], [1.637, 0.825, 1.153], [-1.060, 0.166, -0.279], [0.196, 0.857, 0.890], [0.453, -0.453, -0.122], [1.909, 1.540, -2.537], [-0.814, 0.388, 0.631], [-1.178, -0.872, -0.939], [0.929, 0.953, 0.205], [-0.630, -0.623, 0.054], [-1.317, -0.347, 0.321], [-0.903, 0.414, -1.204], [1.862, 1.356, -0.366], [-1.553, -0.313, -0.513], [-0.902, 0.216, -1.112], [-0.447, 2.170, -1.729], [0.152, 0.017, -0.382], [0.943, -1.015, -0.365], [0.133, 0.692, 1.025], [1.673, 0.148, 0.383], [0.297, -0.573, 1.056], [0.446, -0.872, 0.914], [-0.228, -0.155, 0.433], [-0.436, 0.525, 0.735], [1.362, -1.674, -0.435], [0.886, -0.054, -0.909], [-0.342, 0.899, -1.940], [-1.744, 1.137, -1.123], [0.268, -0.895, 2.075], [-0.054, -0.498, -0.103], [-0.888, 3.792, 1.624], [0.942, 0.087, 1.401], [0.607, 1.354, 0.364], [0.091, -0.434, 0.196], [-1.576, -1.336, 0.488], [-0.193, 0.622, 1.122], [-0.762, 1.529, 1.430], [-1.233, -0.845, -3.541], [0.123, -0.313, 0.041], [0.635, 0.494, 2.031], [-0.035, 0.149, 0.097], [0.109, -0.836, 0.706], [-1.161, -1.094, 1.057]], "mulliken_charge": [0.25, 0.21, -0.88, -0.78, -0.03, 0.32, -0.74, 0.36, -0.68, -0.81, -0.86, 0.92, 0.28, 0.33, 0.46, 0.19, -0.76, -0.90, 0.30, 0.26, -1.00, 0.04, 0.35, 0.41, -0.70, -0.69, 0.29, 0.27, 0.30, -0.70, -0.56, -0.26, 0.23, 0.55, 0.43, 0.38, 0.47, 0.45, -0.73, 0.27, 0.41, 0.42, 0.44, -0.68, 0.34, 0.44, 0.40, 0.25, 0.29, 0.39, 0.42, -0.79, 0.49, -0.80, -0.23, 0.37, 0.31, 0.30, 0.40, -0.43], "fmax_ev_per_a": 4.8, "orbital_gap_ev": 10.03, "de_lowest_kj_mol": 453.0, "homo_energy_ev": -9.9242}

---

(3)
{"formula": "C4H3Br", "method": "ωB97M-V with the def2-TZVPD basis set", "species": ["C", "Br", "C", "H", "H", "H", "C", "C"], "xyz": [[-2.5696, -1.0009, 0.0745], [-3.7068, 0.4492, -0.0205], [-2.2056, -2.1188, 0.2916], [-1.7035, -3.0896, 0.4851], [0.3460, -0.0953, -0.8822], [0.9787, 2.8815, 0.3842], [0.7261, 1.8589, 0.0599], [0.3370, 0.7937, -0.3732]], "forces_ev_per_angstrom": [[-1.667, 1.058, 0.135], [0.948, -0.656, -0.088], [1.510, -1.798, 0.276], [-0.784, 1.387, -0.325], [-0.518, -1.717, -0.675], [-0.332, -1.320, -0.228], [-0.568, 0.044, -0.222], [1.412, 3.003, 1.126]], "mulliken_charge": [-0.52, -0.03, 0.19, 0.35, 0.38, 0.36, -0.32, -0.42], "smiles": "C#CBr.C#C", "fmax_ev_per_a": 3.5, "orbital_gap_ev": 10.64, "de_lowest_kj_mol": 195.8, "homo_energy_ev": -10.0938}

---

(4)
{"formula": "C4H3BrClO3S2", "method": "ωB97M-V with the def2-TZVPD basis set", "species": ["H", "C", "C", "S", "H", "O", "Cl", "Br", "O", "H", "C", "O", "C", "S"], "xyz": [[-1.1697, -1.6267, -0.6275], [-0.4229, -0.7438, -0.8703], [-0.3404, -0.5222, -2.2164], [0.8836, 0.6498, -2.6687], [0.1863, 0.6384, 0.7937], [2.2936, 3.2413, -1.5620], [-1.3125, -1.1683, -3.3835], [3.3145, 0.4479, -0.7078], [1.7284, 2.7285, 0.7560], [1.1694, -0.6701, 0.5278], [1.3530, 0.8306, -0.9737], [-0.0441, 2.9427, -0.9955], [0.5189, 0.0194, -0.0731], [1.3211, 2.6546, -0.6354]], "forces_ev_per_angstrom": [[1.684, 2.147, 0.294], [-2.903, -2.494, -2.765], [1.250, 0.977, 3.322], [-0.128, -0.435, -0.790], [-0.607, -0.039, -0.940], [-0.563, -0.444, 0.430], [-1.092, -0.943, -1.409], [-0.165, -0.584, -0.189], [-0.640, 0.162, 0.137], [-0.274, 0.226, -0.748], [2.254, 1.897, -0.490], [-0.894, 0.389, 0.616], [0.753, -1.025, 3.274], [1.324, 0.166, -0.742]], "mulliken_charge": [0.15, -0.37, 0.43, -0.18, 0.34, -0.65, -0.22, -0.13, -0.63, 0.33, 0.08, -0.61, -0.73, 1.19], "fmax_ev_per_a": 4.7, "total_charge": -1, "orbital_gap_ev": 7.73, "de_lowest_kj_mol": 0.0, "homo_energy_ev": -4.8901}